ORCA calculation (ωB97M-V with the def2-TZVPD basis set) on a single C28H40BFN3O5P molecule.

Output
SMILES: CCCNc1c(N)c([PH2]=O)c2c(c1CCCCN)C(=O)c1c(B(C)O)c(C[C@@H](C)O)c(F)c(CCC)c1C2=O
HOMO energy, eV: -8.50
Total charge: 0
Multiplicity: 1

Element x y z (Å)
C 6.1985 2.7196 1.2083
C 6.2956 2.3939 -0.3694
C 5.8152 0.8982 -0.7565
N 4.9710 0.2749 0.3195
C 3.8020 -0.4385 -0.2486
C 3.8525 -2.0080 -0.3969
N 5.0165 -2.8244 -0.0027
C 2.5849 -2.7328 -0.9990
P 2.6749 -4.6327 -1.1005
O 2.6597 -5.1586 -2.5513
C 1.3270 -1.9573 -1.4746
C 1.2708 -0.3865 -1.3361
C 2.5139 0.2888 -0.7057
C 2.4619 1.8973 -0.5048
C 1.4408 2.1255 0.7478
C 1.5139 3.6057 1.3632
C 0.2257 3.7527 2.3584
N -0.6129 4.9547 2.0542
C -0.0426 0.3565 -1.8503
O 0.0817 1.4355 -2.4788
C -1.4307 -0.3847 -1.5543
C -2.7536 0.3824 -1.1878
B -2.8209 2.0080 -1.0799
C -2.4888 2.8928 0.2356
O -3.1897 2.7182 -2.2916
C -4.0974 -0.3971 -0.9048
C -5.4934 0.2924 -0.5718
C -5.8608 0.3634 0.9861
C -5.4645 1.7865 1.6737
O -7.3321 0.3110 1.0546
C -3.9824 -1.9529 -0.9721
F -5.1561 -2.7107 -0.7107
C -2.6767 -2.7265 -1.3333
C -2.7480 -4.3315 -1.3522
C -3.0009 -4.7767 0.2018
C -1.6404 -5.3081 0.9141
C -1.3762 -1.9600 -1.6565
C 0.0102 -2.6575 -2.0846
O 0.0902 -3.6713 -2.8165
H 5.1619 3.1712 1.4181
H 6.9824 3.5101 1.5141
H 6.3535 1.8137 1.8839
H 7.3631 2.6334 -0.7287
H 5.5955 3.1405 -0.8974
H 5.3376 0.8425 -1.8022
H 6.7856 0.2682 -0.8359
H 5.5567 -0.3853 0.8496
H 5.1835 -3.4589 -0.8038
H 5.8781 -2.2530 0.0525
H 1.5588 -5.1325 -0.3193
H 3.8726 -5.1390 -0.4663
H 3.5187 2.2979 -0.2577
H 2.1291 2.4494 -1.4444
H 0.3973 1.7734 0.4511
H 1.8325 1.4112 1.5713
H 1.5754 4.4449 0.5940
H 2.4339 3.6230 2.0648
H 0.5417 3.6635 3.4642
H -0.4534 2.8332 2.1688
H 0.0004 5.7700 2.1909
H -1.3700 4.9333 2.7649
H -2.7865 2.4033 1.2206
H -3.1066 3.8659 0.1589
H -1.3911 3.2162 0.1993
H -3.8463 2.1659 -2.7816
H -5.6347 1.3339 -1.0254
H -6.3064 -0.3698 -1.0625
H -5.4870 -0.5367 1.5852
H -5.4328 2.6441 0.9179
H -4.4950 1.7299 2.2719
H -6.3149 2.0450 2.4111
H -7.6069 0.1490 1.9811
H -1.7608 -4.8153 -1.6482
H -3.6451 -4.6443 -1.9806
H -3.3585 -3.8937 0.8489
H -3.8112 -5.5843 0.2877
H -1.6619 -6.4541 1.0217
H -0.6933 -5.0067 0.3436
H -1.5343 -4.9012 1.9921

Force components x, y, z for each atom (eV/Å):
-0.028 0.486 -0.108
-0.519 0.597 0.187
2.030 0.207 -0.274
-1.483 -1.035 -1.790
-2.306 -2.707 -0.972
-2.995 2.031 -1.123
-1.014 1.394 -1.634
0.408 2.524 0.773
-0.600 -0.522 -3.720
0.190 1.026 3.069
1.578 2.128 1.348
2.652 -3.286 1.139
0.217 -0.557 -0.717
0.059 -0.827 0.598
1.662 -0.079 -0.209
-0.626 -0.910 1.394
-0.006 -1.159 -0.458
0.788 -0.805 0.953
0.688 1.411 -0.802
-0.948 -3.263 2.239
-1.886 -1.687 0.513
-0.065 -3.561 -0.163
0.059 0.907 -1.450
-0.502 0.670 -0.472
-0.755 -1.763 2.144
3.260 -2.288 -0.672
-0.343 -1.012 -0.116
-0.624 0.983 0.586
-0.372 -0.486 0.370
0.779 -0.338 0.041
1.996 2.052 -0.567
2.521 1.471 -0.569
0.179 1.774 -0.542
-0.424 0.978 1.778
0.389 -0.060 0.712
-0.217 -0.277 0.448
-2.871 2.218 1.019
0.431 -1.505 -0.653
-0.583 3.490 2.705
1.561 -0.845 -0.102
-1.233 -1.215 -0.608
-0.254 1.182 -1.026
-1.670 -0.702 0.368
1.146 -1.057 0.708
0.457 0.209 1.815
-1.459 0.913 -0.015
-0.706 0.502 -0.303
-0.015 0.277 0.802
-0.855 -0.247 0.034
0.794 0.500 -0.166
-0.899 0.759 0.240
-1.778 -0.814 -0.145
0.197 -0.999 1.248
1.322 0.724 0.378
-0.857 1.050 -1.238
-0.237 -1.185 0.979
-1.225 0.201 -1.463
-0.238 0.311 -1.584
1.108 1.450 0.368
-0.767 -0.253 0.151
0.715 0.580 -0.708
0.847 0.504 -1.348
1.052 -1.404 0.096
-1.496 -0.474 0.291
1.181 0.485 0.118
0.578 -1.422 0.603
1.320 1.016 0.854
-0.026 1.297 -1.010
0.094 -1.322 0.959
-1.241 0.124 -0.941
1.412 -0.452 -1.089
0.454 0.176 -0.803
-1.540 0.900 -0.136
1.424 0.335 0.659
0.379 -1.253 -1.291
1.223 1.155 -0.274
0.156 1.726 -0.353
-1.403 -0.393 0.717
-0.242 -0.557 -1.789

ORCA calculation (ωB97M-V with the def2-TZVPD basis set) on a 10-piece molecular cluster, C36H58BF4N4O10 overall.

Output
ΔE to the lowest compared entry with this formula, charge and spin, eV: 0.000
HOMO energy, eV: -8.19
Total charge: -1
Multiplicity: 1

Element x y z (Å)
B 0.0349 -0.3337 0.1197
F 0.1664 0.0113 1.4797
F -0.1846 -1.7197 -0.0281
F -1.0695 0.3762 -0.3562
F 1.2431 0.0156 -0.4722
O -6.0682 -2.3161 -0.6714
C -5.0955 -2.4117 0.1109
O -4.4730 -3.5637 0.3411
C -3.5876 -3.4595 1.4572
C -3.2673 -1.9591 1.5259
C -4.4670 -1.2888 0.9170
H -2.7253 -4.1536 1.2375
H -4.1050 -3.8244 2.3545
H -2.4107 -1.7646 0.8489
H -2.9124 -1.6125 2.5144
H -4.2982 -0.4589 0.2258
H -5.1775 -0.8998 1.6420
O 0.5816 5.2858 -4.0088
C 0.7842 4.7353 -2.9216
O 0.0019 4.9890 -1.8622
C 0.4255 4.2187 -0.7461
C 1.4724 3.1857 -1.2439
C 1.9584 3.9154 -2.4414
H -0.4480 3.7610 -0.2966
H 0.8448 4.8984 -0.0102
H 1.0547 2.1875 -1.4466
H 2.2845 3.0381 -0.5246
H 2.3075 3.3333 -3.2773
H 2.6794 4.7017 -2.2807
O -2.7620 2.2124 5.8041
C -2.4822 2.2103 4.6116
O -1.7465 3.1697 4.0421
C -1.4710 2.8182 2.6992
C -2.6014 1.8416 2.2825
C -2.8523 1.1302 3.5844
H -0.5016 2.2714 2.6786
H -1.3282 3.7204 2.1238
H -2.2706 1.2604 1.4197
H -3.4857 2.4360 2.0098
H -2.1640 0.2786 3.7097
H -3.8901 0.8739 3.8146
O -3.5650 1.2595 -4.5787
C -3.8880 1.7887 -3.5445
O -4.5761 2.9582 -3.4764
C -4.8088 3.3252 -2.1165
C -3.8529 2.5155 -1.2749
C -3.6435 1.2415 -2.1089
H -5.8647 3.1484 -1.9730
H -4.6109 4.3861 -2.0341
H -4.1612 2.2292 -0.2854
H -2.8945 3.0532 -1.2097
H -4.3861 0.4833 -1.8471
H -2.6950 0.6855 -2.1029
O 0.3608 -2.9978 -4.2445
C -0.7670 -2.9016 -3.7073
O -1.5073 -3.9878 -3.5363
C -2.7016 -3.6703 -2.8182
C -2.9436 -2.1174 -3.0872
C -1.5056 -1.6408 -3.3562
H -2.5881 -3.9492 -1.7521
H -3.5406 -4.2615 -3.1912
H -3.4906 -1.5935 -2.3055
H -3.5344 -1.9970 -3.9935
H -1.0167 -1.1336 -2.5311
H -1.3976 -0.9787 -4.1999
C 0.9715 -1.3290 5.4146
C 1.2230 -1.7912 4.0110
C -0.0271 -2.4242 3.3483
C -0.4998 -3.6221 3.9913
N -0.8837 -4.5204 4.6269
H 0.3617 -2.0813 5.9371
H 0.3458 -0.4385 5.4081
H 1.8587 -1.1123 6.0045
H 2.0141 -2.5524 3.9937
H 1.5569 -0.9596 3.3660
H 0.1204 -2.6263 2.3001
H -0.8644 -1.7295 3.4045
C 5.0710 2.8848 0.5788
C 4.8301 1.8075 1.6398
C 3.3980 1.4927 1.9407
C 2.5988 2.7048 2.0510
N 2.0430 3.7136 2.0488
H 4.6242 3.8071 0.8965
H 4.5274 2.6359 -0.3156
H 6.1322 3.0933 0.4161
H 5.3112 2.1798 2.5866
H 5.3395 0.8861 1.3270
H 3.3007 0.8309 2.8020
H 2.9320 0.8823 1.1628
C 3.3898 -1.1063 -4.4313
C 2.8336 -0.2803 -3.2973
C 3.8458 0.7152 -2.6918
C 4.8785 0.0465 -1.9702
N 5.7107 -0.5370 -1.4531
H 2.6498 -1.8376 -4.7925
H 4.2304 -1.6768 -4.0199
H 3.7660 -0.5312 -5.2749
H 2.4363 -0.9516 -2.5254
H 1.9329 0.1809 -3.6270
H 3.3635 1.4191 -1.9777
H 4.3293 1.3999 -3.4223
C 4.0057 -3.1049 1.3620
C 3.0558 -2.2578 0.4975
C 2.4900 -3.1551 -0.6380
C 1.7080 -4.3009 -0.0788
N 1.0683 -5.0902 0.4156
H 4.4552 -2.5335 2.1691
H 4.8064 -3.5041 0.7628
H 3.4371 -3.9841 1.7550
H 3.6062 -1.4252 0.0550
H 2.1898 -1.9919 1.1022
H 3.3204 -3.5338 -1.2626
H 1.7907 -2.6463 -1.2886

Force components x, y, z for each atom (eV/Å):
0.037 -0.174 0.879
-0.076 -0.185 0.638
-0.064 0.143 -0.026
-0.140 0.142 -0.669
0.225 0.216 -0.816
2.949 -0.297 2.122
-3.145 0.696 -2.058
-0.482 -0.378 -0.327
0.916 -0.453 0.213
2.082 0.133 -0.246
-0.702 0.013 -0.154
-0.753 0.989 0.364
0.055 0.055 -0.189
-0.273 -0.201 0.353
-0.632 -0.214 -0.394
0.402 -0.112 0.147
-0.272 -0.193 0.138
0.597 -1.592 2.338
-0.515 2.034 -2.222
-0.425 -0.268 -0.430
0.220 -0.650 1.036
-0.125 0.149 0.914
-0.351 0.124 -2.066
-0.162 -0.179 -0.005
0.197 0.036 0.084
-0.060 0.498 -0.134
-0.410 0.106 0.060
0.269 -0.379 -0.202
0.647 0.094 0.535
0.356 0.097 -2.012
-0.269 -0.666 2.246
-0.279 0.284 0.551
0.868 -1.313 -0.659
0.269 1.242 -0.620
0.081 0.347 0.651
-0.496 0.292 -0.036
-0.317 0.221 -0.198
-0.158 -0.194 0.229
0.130 -0.166 -0.038
-0.355 0.187 0.141
0.257 -0.372 -0.276
-0.293 0.655 0.626
-0.041 -1.230 0.167
0.774 -0.477 -0.522
-0.276 0.323 -0.177
1.386 -0.925 -0.214
-0.078 0.393 -1.070
-0.313 -0.140 0.590
-0.066 0.232 0.022
-0.390 0.378 0.446
-0.276 -0.106 0.128
-0.340 0.148 -0.343
-0.064 0.754 0.332
-2.880 0.505 1.726
3.493 -0.179 -2.266
-0.403 -0.319 0.438
-1.102 1.075 0.484
0.649 -1.092 -0.015
-0.232 -0.150 0.253
0.186 0.417 -0.474
0.301 -0.034 -0.207
0.260 -0.214 0.199
-0.026 -0.118 -0.057
0.010 -0.122 0.395
-0.176 0.268 -0.349
-1.014 -0.070 0.576
0.443 -0.501 -0.942
0.120 0.892 0.021
-0.612 -2.045 1.863
0.585 1.402 -1.222
0.389 0.070 0.112
0.010 0.262 0.010
0.125 -0.075 -0.122
-0.046 0.144 -0.018
-0.207 -0.359 0.182
0.201 -0.018 -0.469
0.019 0.280 -0.101
-0.253 -0.187 0.551
1.937 0.564 0.616
-0.936 -0.725 -0.365
-0.329 0.421 0.277
0.106 -0.376 0.134
-0.199 0.650 0.338
0.219 -0.253 -0.776
-0.209 -0.367 -0.213
-0.280 -0.530 -0.749
-0.105 0.143 0.237
-0.013 0.388 0.339
-0.028 0.146 -0.372
0.411 -0.905 0.212
-0.041 -0.390 0.200
-1.193 1.428 -0.190
0.190 -0.165 -0.221
0.814 -0.519 0.705
0.175 0.353 0.152
0.067 -0.104 -0.310
-0.075 0.228 -0.017
0.488 0.162 0.096
-0.586 1.076 -0.298
-0.002 -0.574 -0.344
-0.322 -0.617 0.051
-0.921 -0.412 0.015
-0.013 -1.433 -0.061
0.237 -0.630 0.171
1.881 2.556 -1.238
-1.380 -1.854 1.039
-0.100 0.017 0.206
0.443 -0.128 -0.318
0.522 0.712 0.017
-0.430 0.122 0.135
0.177 0.701 -0.039
-0.408 0.007 0.249
-0.053 0.356 -0.095

ORCA calculation (ωB97M-V with the def2-TZVPD basis set) on a single CHClF2 molecule.

Output
SMILES: FC(F)Cl
ΔE to the lowest compared entry with this formula, charge and spin, eV: 0.422
HOMO energy, eV: -11.81
Total charge: 0
Multiplicity: 1

Element x y z (Å)
C -0.4405 0.0861 0.3104
H -0.3292 0.1045 1.3287
F -1.2107 -1.0544 -0.1147
F -0.9043 1.1475 -0.1417
Cl 1.2946 -0.0858 -0.0520

Force components x, y, z for each atom (eV/Å):
1.260 -4.784 -0.257
-1.010 -0.336 2.721
1.567 2.318 0.570
-1.941 3.150 -2.064
0.124 -0.348 -0.970

ORCA calculation (ωB97M-V with the def2-TZVPD basis set) on a single C5H11NO molecule.

Output
SMILES: CC[C@@H](C)NC=O
ΔE to the lowest compared entry with this formula, charge and spin, eV: 0.883
HOMO energy, eV: -9.75
Total charge: 0
Multiplicity: 1

Element x y z (Å)
C -0.9292 2.2283 -0.1505
N -0.0053 1.3338 0.2742
C 0.2251 -1.3769 1.5528
C 1.0944 -0.8533 0.4112
C 0.4679 0.2008 -0.5166
C -0.5158 -0.3362 -1.5372
O -1.1611 2.5620 -1.2892
H -1.4377 2.7165 0.7035
H -0.0455 1.1929 1.2714
H -0.8184 -1.2966 1.2556
H 0.4875 -2.4086 1.7661
H 0.3401 -0.8581 2.5051
H 2.1595 -0.6700 0.5154
H 1.1673 -1.7401 -0.2366
H 1.3472 0.5171 -1.0830
H -0.6491 0.4378 -2.2858
H -1.5363 -0.4020 -1.1365
H -0.1904 -1.2474 -2.0199

Force components x, y, z for each atom (eV/Å):
0.046 0.832 0.176
-0.591 -0.452 0.085
0.564 0.550 0.459
-0.561 -1.472 -1.436
1.580 -0.153 0.072
-1.092 1.069 0.192
-0.023 -0.303 -0.159
0.024 0.014 -0.029
0.101 -0.168 -0.006
-0.109 -0.239 0.026
-0.192 -0.158 -0.034
-0.007 0.263 -0.012
-0.025 0.485 1.145
-0.064 0.172 -0.197
-0.132 0.383 -0.240
0.159 -0.025 -0.351
0.236 -0.567 0.163
0.087 -0.232 0.145

ORCA calculation (ωB97M-V with the def2-TZVPD basis set) on a single C4H4N2O2 molecule.

Output
SMILES: C#C[C@@H]1ON=CNO1
ΔE to the lowest compared entry with this formula, charge and spin, eV: 11.005
HOMO energy, eV: -9.70
Total charge: 0
Multiplicity: 1

Element x y z (Å)
C -3.0869 -0.2372 -0.0198
C -1.8992 -0.0422 0.1271
C -0.4531 -0.0977 0.2361
C 1.8074 -0.3511 -0.3873
H -4.2932 -0.3438 -0.3473
H 0.1132 -0.4346 -0.7120
H 1.8656 2.0693 0.1885
H 2.8170 -0.1859 -1.1019
N 1.5114 1.0038 0.5114
N 1.4279 -1.5000 0.0283
O -0.0084 1.2060 0.3551
O 0.1983 -1.0867 1.1218

Force components x, y, z for each atom (eV/Å):
-2.970 0.117 -1.274
-1.393 -1.273 0.327
1.003 -0.671 -1.757
4.207 2.477 1.106
4.372 0.382 1.363
-3.094 0.757 0.296
-0.922 -4.010 0.170
-3.128 -0.903 1.777
-1.446 0.984 -2.637
-0.826 1.764 2.331
2.799 -0.018 1.776
1.399 0.395 -3.478

ORCA calculation (ωB97M-V with the def2-TZVPD basis set) on a 6-piece molecular cluster, C4H22N2O6 overall.

Output
SMILES: CN[C@@H](CN)CO.O.O.O.O.O
ΔE to the lowest compared entry with this formula, charge and spin, eV: 0.000
HOMO energy, eV: -8.63
Total charge: 0
Multiplicity: 1

Element x y z (Å)
C 2.6975 -1.0242 1.9733
N 1.4424 -0.3131 1.7425
C 1.3071 0.2408 0.3899
C 0.1513 1.2580 0.4923
O -0.1212 1.9284 -0.7316
C 1.0428 -0.8605 -0.6493
N 0.7450 -0.3038 -1.9850
H 2.8167 -1.9448 1.3927
H 2.7650 -1.2983 3.0375
H 3.5652 -0.3705 1.7509
H 0.6343 -0.8974 1.9530
H 2.2013 0.7998 0.1310
H 0.4035 2.0611 1.1973
H -0.7630 0.7559 0.8275
H 0.0796 1.3121 -1.4738
H 0.1917 -1.4579 -0.3318
H 1.9190 -1.5419 -0.6895
H 0.0156 -0.8340 -2.4402
H 1.5528 -0.2358 -2.5551
H 2.6280 3.5408 -1.4940
H 1.8472 2.2835 -1.4804
O 2.7281 2.6016 -1.6256
H -1.9083 1.5582 -0.9801
H -2.5754 0.2450 -1.4230
O -2.7659 1.1210 -1.0431
H -2.3502 -1.0373 1.3180
H -2.2638 -2.5738 1.5101
O -1.7920 -1.8333 1.1366
H -3.2228 0.6432 0.5427
H -3.1757 1.0601 2.0455
O -3.3708 0.3192 1.4618
H -2.6425 -2.0238 -1.8748
H -1.8647 -1.6851 -0.5751
O -1.9178 -1.4933 -1.5501

Force components x, y, z for each atom (eV/Å):
0.186 0.114 0.432
0.478 0.153 -0.272
-1.004 -0.116 0.643
0.313 0.088 -0.228
-0.024 0.424 -0.574
0.576 0.035 -0.328
-0.666 0.097 0.697
0.022 -0.041 -0.085
-0.011 0.090 -0.323
-0.559 -0.227 0.077
0.240 0.043 -0.085
0.316 -0.026 0.043
0.024 -0.488 0.090
0.087 -0.102 0.176
-0.004 -0.366 0.247
0.018 0.050 0.099
-0.418 0.303 0.070
0.072 -0.090 -0.074
0.708 -0.043 -0.585
0.133 0.498 0.026
-0.968 -0.324 0.193
0.828 -0.055 -0.212
0.464 0.312 -0.029
0.131 0.073 -0.024
-0.675 -0.259 0.019
-0.039 -0.042 0.319
-0.196 -0.309 0.196
0.221 0.358 -0.220
-0.073 0.357 -0.125
-0.007 -0.078 -0.081
0.008 -0.158 0.155
-0.260 -0.266 -0.163
-0.058 -0.060 -0.482
0.136 0.052 0.409

Number 2 is which compound? C36H58BF4N4O10